[1]
The following is a DFT calculation (ωB97M-V/def2-TZVPD) of a 2-piece molecular cluster, C3H12NO overall in a non-equilibrium geometry.

```
! wB97M-V def2-TZVPD RIJCOSX def2/J DEFGRID3
* xyz 1 1
C -0.110 0.832 1.731
C 0.594 -0.341 1.100
N 0.693 -0.156 -0.409
C 0.665 -1.412 -1.182
H -1.180 0.895 1.503
H -0.060 0.775 2.818
H 0.272 1.841 1.571
H 1.609 -0.459 1.425
H -0.062 -1.176 1.218
H 1.570 0.337 -0.606
H -0.015 0.533 -0.721
H 1.659 -1.837 -1.268
H 0.366 -1.216 -2.214
H 0.076 -2.167 -0.666
H -2.240 0.482 -1.722
H -2.095 1.968 -1.419
O -1.744 1.102 -1.158
*
```

Properties
ΔE to the lowest compared entry with this formula, charge and spin   51.2 kJ/mol

[2]
The following is a DFT calculation (ωB97M-V/def2-TZVPD) of a 12-piece molecular cluster, C91H140N12O11 overall in a non-equilibrium geometry.

```
! wB97M-V def2-TZVPD RIJCOSX def2/J DEFGRID3
* xyz 8 1
C -0.899 -1.194 -2.615
C 0.417 -0.826 -1.841
C 0.537 -1.618 -0.559
N 1.742 -1.370 0.326
C 1.701 -2.415 1.357
C 1.611 -0.001 0.999
C 2.958 0.779 0.781
C 3.477 0.024 -0.561
C 3.057 -1.444 -0.356
H -1.736 -0.789 -2.052
H -1.027 -2.277 -2.694
H -0.931 -0.750 -3.606
H 0.335 0.255 -1.643
H 1.262 -1.054 -2.497
H 0.568 -2.722 -0.622
H -0.314 -1.444 0.117
H 2.447 -2.201 2.125
H 1.977 -3.375 0.921
H 0.682 -2.482 1.742
H 1.417 -0.169 2.066
H 0.741 0.500 0.576
H 3.662 0.628 1.612
H 2.782 1.850 0.593
H 4.551 0.080 -0.808
H 2.894 0.461 -1.385
H 3.838 -1.936 0.229
H 2.926 -2.057 -1.248
C 3.362 -7.144 -1.391
N 2.139 -6.733 -0.746
C 2.080 -6.726 0.563
C 0.943 -6.218 1.151
C -0.136 -5.682 0.431
C -0.027 -5.762 -0.941
C 1.098 -6.305 -1.482
C -1.394 -5.161 1.100
C -2.598 -5.386 0.463
C -3.745 -4.825 1.050
N -3.692 -4.047 2.148
C -2.508 -3.740 2.741
C -1.359 -4.285 2.207
C -4.930 -3.510 2.749
H 3.213 -7.573 -2.375
H 3.860 -7.944 -0.826
H 3.956 -6.238 -1.533
H 2.962 -7.072 1.099
H 0.882 -6.281 2.220
H -0.889 -5.489 -1.533
H 1.171 -6.504 -2.540
H -2.814 -6.014 -0.391
H -4.764 -5.001 0.729
H -2.541 -3.079 3.602
H -0.434 -4.048 2.715
H -5.614 -3.194 1.957
H -4.653 -2.603 3.307
H -5.448 -4.299 3.307
C 1.129 2.889 3.583
N -0.314 3.247 3.615
C -0.648 4.512 3.396
C -1.970 4.923 3.489
C -2.989 3.967 3.648
C -2.614 2.644 3.877
C -1.270 2.305 3.854
C -4.394 4.374 3.529
C -5.023 5.401 4.182
C -6.373 5.663 3.918
N -7.129 4.950 3.066
C -6.528 4.003 2.372
C -5.235 3.701 2.620
C -8.561 5.186 2.856
H 1.696 3.589 4.196
H 1.489 2.934 2.549
H 1.265 1.945 4.112
H 0.169 5.175 3.160
H -2.195 5.961 3.341
H -3.315 1.824 3.855
H -0.992 1.270 3.761
H -4.577 6.082 4.901
H -6.851 6.493 4.407
H -7.134 3.376 1.733
H -4.815 2.800 2.196
H -9.033 4.207 2.910
H -8.705 5.586 1.858
H -8.918 5.896 3.606
C 6.369 -4.094 4.189
N 5.020 -3.609 4.671
C 4.921 -2.783 5.727
C 3.709 -2.301 6.224
C 2.573 -2.654 5.537
C 2.687 -3.520 4.460
C 3.909 -3.973 4.000
C 1.302 -2.054 6.051
C 0.234 -1.783 5.149
C -0.926 -1.193 5.568
N -1.151 -0.956 6.851
C -0.162 -1.246 7.755
C 1.051 -1.838 7.376
C -2.418 -0.375 7.350
H 6.210 -5.034 3.659
H 6.964 -4.401 5.058
H 6.800 -3.272 3.606
H 5.841 -2.545 6.239
H 3.720 -1.712 7.124
H 1.792 -3.857 3.964
H 4.064 -4.513 3.070
H 0.320 -1.976 4.082
H -1.777 -0.952 4.937
H -0.352 -1.010 8.785
H 1.687 -2.106 8.211
H -2.798 -0.962 8.194
H -3.158 -0.497 6.556
H -2.298 0.691 7.552
C -10.710 3.809 -9.949
N -9.844 3.158 -8.938
C -8.882 3.859 -8.318
C -8.134 3.241 -7.341
C -8.330 1.934 -6.900
C -9.274 1.214 -7.629
C -9.992 1.888 -8.589
C -7.511 1.339 -5.836
C -7.052 2.120 -4.753
C -6.303 1.572 -3.739
N -5.985 0.271 -3.724
C -6.504 -0.515 -4.667
C -7.253 -0.030 -5.747
C -5.113 -0.297 -2.675
H -10.773 3.184 -10.836
H -10.177 4.693 -10.303
H -11.674 4.036 -9.494
H -8.750 4.900 -8.581
H -7.349 3.847 -6.916
H -9.548 0.193 -7.411
H -10.787 1.366 -9.077
H -7.434 3.120 -4.572
H -6.003 2.137 -2.872
H -6.245 -1.558 -4.524
H -7.580 -0.758 -6.475
H -4.262 0.377 -2.572
H -4.781 -1.274 -3.028
H -5.741 -0.439 -1.794
C -3.312 6.850 -1.735
C -2.802 5.570 -1.088
C -3.922 4.514 -1.083
C -3.497 3.074 -0.714
C -2.511 2.627 -1.767
C -1.253 3.536 -1.994
N -1.697 4.908 -1.791
O -0.860 5.833 -2.428
C -0.729 3.306 -3.446
C -0.227 3.284 -0.949
C -2.311 5.843 0.289
H -3.486 6.642 -2.798
H -2.628 7.693 -1.639
H -4.226 7.158 -1.216
H -4.463 4.459 -2.036
H -4.639 4.764 -0.291
H -4.335 2.389 -0.746
H -3.105 3.066 0.307
H -3.080 2.704 -2.697
H -2.173 1.596 -1.698
H -1.462 3.623 -4.181
H -0.652 2.218 -3.566
H 0.259 3.747 -3.622
H 0.492 4.099 -0.824
H 0.274 2.369 -1.273
H -0.630 3.140 0.051
H -3.194 6.206 0.812
H -1.444 6.500 0.389
H -2.020 4.925 0.796
C 5.130 4.077 5.713
C 6.044 3.610 4.538
C 7.488 4.049 4.819
C 8.519 3.515 3.848
C 8.515 2.018 4.111
C 7.218 1.229 3.918
N 6.125 2.213 4.303
O 4.910 1.558 4.472
C 7.243 -0.006 4.805
C 6.987 0.914 2.518
C 5.557 4.169 3.198
H 4.058 4.062 5.577
H 5.306 5.152 5.845
H 5.478 3.671 6.665
H 7.825 3.865 5.837
H 7.504 5.124 4.703
H 9.500 3.950 4.089
H 8.331 3.807 2.821
H 8.851 1.958 5.156
H 9.391 1.510 3.708
H 8.148 -0.605 4.672
H 6.462 -0.737 4.593
H 7.154 0.206 5.880
H 7.825 0.315 2.141
H 7.082 1.820 1.906
H 6.149 0.242 2.310
H 5.561 5.272 3.293
H 4.497 3.959 2.981
H 6.115 3.955 2.289
C 5.061 -2.625 -7.468
C 4.486 -3.806 -6.730
C 5.067 -3.918 -5.286
C 4.644 -2.846 -4.261
C 3.124 -3.054 -4.111
C 2.289 -2.825 -5.377
N 3.034 -3.458 -6.464
O 2.207 -3.869 -7.475
C 2.263 -1.413 -5.751
C 0.913 -3.351 -5.117
C 4.677 -5.096 -7.475
H 4.627 -2.435 -8.454
H 6.130 -2.768 -7.585
H 4.835 -1.703 -6.916
H 6.138 -3.799 -5.429
H 4.948 -4.929 -4.912
H 4.836 -1.838 -4.627
H 5.258 -2.976 -3.364
H 2.781 -2.313 -3.372
H 2.988 -4.063 -3.703
H 1.797 -0.876 -4.923
H 1.686 -1.210 -6.656
H 3.285 -1.032 -5.797
H 0.504 -2.913 -4.209
H 0.974 -4.411 -4.889
H 0.264 -3.201 -5.978
H 4.215 -5.992 -7.044
H 5.757 -5.215 -7.414
H 4.375 -5.053 -8.528
C 3.339 5.035 0.421
C 2.211 5.540 1.374
O 1.112 5.724 0.837
O 2.497 5.463 2.627
H 4.311 5.022 0.919
H 3.440 5.706 -0.428
H 3.114 4.026 0.053
C -3.303 -4.619 -2.966
C -4.776 -4.504 -2.491
O -5.144 -5.478 -1.760
O -5.296 -3.368 -2.792
H -3.179 -4.347 -4.015
H -2.897 -5.624 -2.869
H -2.689 -3.935 -2.357
C -3.176 -0.254 0.814
C -2.626 -0.462 2.232
O -1.378 -0.668 2.292
O -3.455 -0.379 3.160
H -3.887 0.581 0.794
H -3.813 -1.092 0.528
H -2.410 -0.012 0.069
C 6.637 -4.342 0.224
C 5.360 -4.965 0.748
O 4.243 -4.289 0.665
O 5.413 -6.138 1.193
H 7.475 -5.037 0.305
H 6.802 -3.408 0.761
H 6.482 -4.051 -0.817
*
```

Frontier orbital gap for the records above, in order: 0.487; 0.111 hartree